Here is an isolated molecule of C26H39N3O3 from OMol25. Energies are from ωB97M-V/def2-TZVPD.

Computed properties:
HOMO   -7.708 eV
Largest force on an atom   0.79 eV/A
Energy relative to the best compared isomer or geometry (same formula, charge and spin)   0.054 eV
HOMO-LUMO gap   8.22 eV
Structure (SMILES)   CC1CCN(c2c(NC[C@H]3CC[C@H](C(=O)NCCC4=CCCCC4)CC3)c(=O)c2=O)CC1

Last column: Löwdin charge in e.
Positions of all 71 atoms, in Å:
C -9.62180 -0.06720 0.93374  -0.07
C -8.27816 0.56100 1.28972  -0.39
C -7.81146 1.52179 0.19351  -0.14
C -6.43708 2.10202 0.53228  -0.13
N -5.47808 1.03581 0.74468  -0.06
C -4.68665 0.66657 -0.27529  -0.08
C -3.77399 -0.36345 -0.53868  -0.12
N -3.32491 -1.45747 0.10646  0.07
C -2.23990 -2.24315 -0.43626  -0.15
C -0.87080 -1.88234 0.15913  -0.31
C -0.50394 -0.42774 -0.13471  -0.15
C 0.87447 -0.08733 0.42073  -0.14
C 1.94244 -1.01541 -0.15588  -0.25
C 3.29401 -0.73121 0.48955  -0.48
O 3.42081 -0.46142 1.66550  0.07
N 4.34529 -0.86777 -0.34994  0.06
C 5.71385 -0.64382 0.05335  -0.17
C 6.31988 0.57593 -0.65431  -0.14
C 7.72645 0.83617 -0.19062  -0.26
C 8.02174 1.85312 0.60705  -0.05
C 9.39520 2.15738 1.12011  -0.20
C 10.34819 0.98423 0.91252  -0.21
C 10.18048 0.43440 -0.49864  -0.20
C 8.77452 -0.13637 -0.65989  -0.16
C 1.57451 -2.47391 0.14033  -0.15
C 0.19742 -2.80839 -0.42232  -0.16
C -3.49182 0.15012 -1.88605  -0.29
O -2.82686 -0.23477 -2.82422  0.08
C -4.41766 1.30235 -1.57838  -0.28
O -4.77307 2.33008 -2.11176  0.09
C -5.85768 0.13519 1.80980  -0.14
C -7.20961 -0.51431 1.50250  -0.14
H -9.54311 -0.63470 0.00903  0.08
H -10.37780 0.70247 0.79935  0.08
H -9.95152 -0.73958 1.72252  0.08
H -8.39144 1.12576 2.22300  0.14
H -8.52810 2.33494 0.07431  0.12
H -7.74530 0.98783 -0.75703  0.13
H -6.08229 2.74035 -0.27626  0.12
H -6.49662 2.69120 1.45369  0.13
H -3.46397 -1.53278 1.10455  0.13
H -2.22292 -2.08021 -1.51445  0.12
H -2.45511 -3.29956 -0.24223  0.13
H -0.90714 -2.02562 1.24662  0.15
H -1.24370 0.24479 0.30620  0.12
H -0.51701 -0.26866 -1.21517  0.12
H 1.12279 0.94870 0.18224  0.13
H 0.88214 -0.18769 1.50775  0.12
H 2.00403 -0.87141 -1.23948  0.15
H 4.17976 -1.05161 -1.32678  0.14
H 6.30498 -1.53920 -0.16482  0.12
H 5.69801 -0.47898 1.13264  0.13
H 5.69263 1.44384 -0.44381  0.12
H 6.31223 0.40006 -1.73442  0.11
H 7.24483 2.53964 0.91606  0.11
H 9.33717 2.41496 2.18078  0.11
H 9.77623 3.04194 0.59747  0.11
H 11.37843 1.30442 1.07914  0.11
H 10.11862 0.19642 1.63295  0.12
H 10.92241 -0.34146 -0.69802  0.11
H 10.33159 1.24067 -1.21942  0.12
H 8.59290 -0.39517 -1.70646  0.12
H 8.69122 -1.05997 -0.07767  0.12
H 2.32404 -3.14162 -0.29122  0.12
H 1.57898 -2.62032 1.22251  0.13
H -0.04766 -3.84850 -0.19532  0.12
H 0.20972 -2.69588 -1.50858  0.13
H -5.08954 -0.62587 1.94256  0.11
H -5.93101 0.71843 2.73473  0.13
H -7.49422 -1.17357 2.32429  0.12
H -7.11620 -1.11839 0.59680  0.13